94
Properties=species:S:1:pos:R:3 method="wB97M-V/def2-TZVPD" spin_multiplicity=1 e_homo_ev=-6.8 e_above_lowest_kcal_mol=4.0
Ir -0.46570 0.25351 0.03730
C -0.51593 1.73087 4.80899
C -0.07942 1.81369 3.34853
C 1.35043 2.36155 3.27161
P -0.18563 0.23183 2.38386
C -1.32694 -0.83962 3.37117
C -1.11484 -2.33088 3.12698
C -2.76017 -0.43016 3.01671
C 1.43606 -0.54197 2.47289
C 1.98393 -1.07149 3.64073
C 3.15853 -1.80271 3.62623
C 3.78122 -2.32757 4.89106
C 3.73975 -2.04365 2.37676
C 3.22059 -1.51312 1.21322
C 2.08694 -0.68232 1.24069
N 1.54791 -0.06729 0.10998
C 2.34495 0.35933 -0.93539
C 3.72976 0.60745 -0.82620
C 4.46996 1.02377 -1.91466
C 3.89794 1.23951 -3.17088
C 4.71484 1.69715 -4.35037
C 2.52887 1.06092 -3.26594
C 1.75679 0.65385 -2.17886
P -0.02355 0.46604 -2.27000
C -0.30900 -1.04449 -3.32990
C 0.88428 -1.99662 -3.19423
C -0.59284 -0.80519 -4.81205
C -0.66710 1.84506 -3.31768
C -2.19804 1.84136 -3.24336
C -0.12064 3.24052 -3.01814
H -0.40452 2.71774 5.26436
H 0.10742 1.03645 5.37607
H -1.55741 1.43296 4.91844
H -0.75854 2.49920 2.83236
H 1.99763 1.81070 3.95647
H 1.36597 3.41641 3.55318
H 1.78409 2.26515 2.28039
H -1.14486 -0.62992 4.42723
H -1.12742 -2.56078 2.06610
H -1.93098 -2.88733 3.59439
H -0.17371 -2.68900 3.54314
H -2.98539 -0.69834 1.98475
H -2.92466 0.64731 3.11115
H -3.46859 -0.93900 3.67329
H 1.46190 -0.93058 4.58297
H 3.06551 -2.32726 5.71307
H 4.63165 -1.71142 5.19196
H 4.14914 -3.34608 4.76042
H 4.61878 -2.67658 2.31789
H 3.67988 -1.75149 0.26290
H 4.22121 0.49040 0.12928
H 5.53399 1.19046 -1.78403
H 5.78150 1.60139 -4.14930
H 4.51543 2.74428 -4.58903
H 4.48672 1.11089 -5.24176
H 2.04044 1.25092 -4.21835
H -1.18318 -1.51616 -2.87873
H 1.72565 -1.63792 -3.79120
H 0.60229 -2.98901 -3.55099
H 1.22394 -2.09251 -2.16602
H 0.24286 -0.30450 -5.30818
H -1.49993 -0.22864 -4.98867
H -0.72057 -1.77356 -5.30102
H -0.36758 1.57427 -4.33151
H -2.53967 2.11187 -2.24828
H -2.62514 0.86400 -3.47538
H -2.61109 2.56643 -3.94746
H -0.58460 3.66005 -2.12713
H -0.36526 3.90167 -3.85231
H 0.96153 3.25058 -2.88425
O -3.82611 2.59819 0.03411
C -2.72394 2.09355 0.15422
O -2.44374 0.84111 0.10510
C -1.52685 3.00525 0.33376
C -1.66897 4.33375 0.69859
C -0.53659 5.12598 0.76686
C 0.69812 4.57038 0.45970
C 0.75892 3.23185 0.12249
N -0.33312 2.46606 0.07173
H -2.66292 4.70854 0.89727
H -0.61332 6.17072 1.03912
H 1.60254 5.16237 0.47510
H 1.69307 2.74756 -0.13861
Br -2.37038 -5.98257 -1.55329
C -1.84741 -4.24870 -0.97742
C -0.56108 -4.04273 -0.51594
C -0.17841 -2.76147 -0.13650
C -1.05047 -1.67031 -0.20379
C -2.35751 -1.93118 -0.64091
C -2.75539 -3.20691 -1.02846
H 0.13613 -4.86864 -0.45767
H 0.83300 -2.61735 0.22867
H -3.08060 -1.12889 -0.67729
H -3.76579 -3.38335 -1.37416

109
Properties=species:S:1:pos:R:3 method="wB97M-V/def2-TZVPD" spin_multiplicity=1 e_homo_ev=-7.9
C -1.25452 -1.03339 -2.33140
C 0.09333 -0.24454 -2.17547
N 0.43184 0.20155 -0.78905
C -0.26290 1.17174 -0.13993
C 0.08013 1.08630 1.19605
N 1.18859 0.22474 1.29742
C 1.35529 -0.35644 0.07751
C 1.80323 -0.11149 2.56038
H -1.26420 -1.74412 -1.50504
H -1.30813 -1.65955 -3.22199
H -2.09106 -0.33713 -2.27190
H 0.19041 0.49092 -2.97408
H 0.93202 -0.84444 -2.52877
H -1.02145 1.69506 -0.70307
H -0.40796 1.51181 2.06041
H 2.24862 -0.90512 -0.18195
H 1.97347 -1.18259 2.66929
H 1.23075 0.29279 3.39520
H 2.69852 0.50616 2.63154
Cl -1.86831 2.25680 -2.68419
O -1.68826 0.97458 -3.34101
O -2.48535 3.30198 -3.48731
O -2.69987 1.98984 -1.50319
O -0.62029 2.80735 -2.30304
C -2.90215 -1.28668 0.89395
Cl -1.18173 -1.08019 1.47739
Cl -3.19642 -0.05111 -0.35723
Cl -3.14893 -2.94929 0.29472
Cl -4.00551 -1.01581 2.29665
C 0.00101 0.66035 -5.52576
N 0.09773 -0.72282 -5.05477
O 0.43438 -1.01559 -3.87445
O -0.10034 -1.61741 -5.83530
H -0.87011 0.91599 -6.12902
H 0.75069 0.89046 -6.28281
H 0.16505 1.38908 -4.73195
C 2.12049 3.01105 -0.70822
N 2.77796 1.98033 0.20125
O 3.48379 1.12183 -0.29665
O 2.49207 1.92297 1.44663
H 1.78626 3.84866 -0.09603
H 1.20398 2.57314 -1.10362
H 2.77250 3.37060 -1.50429
C 3.25361 0.59047 5.12704
N 2.25519 -0.41168 4.79849
O 2.43817 -1.00486 3.72673
O 1.25495 -0.49138 5.51382
H 3.41097 0.46224 6.19797
H 2.81118 1.55772 4.88876
H 4.19769 0.44566 4.60181
C 0.64063 -3.37721 -2.55536
N 1.36375 -3.81954 -1.33358
O 1.87443 -2.96764 -0.62614
O 1.51063 -5.02196 -1.21918
H 1.20551 -3.81047 -3.38077
H 0.65181 -2.28727 -2.55269
H -0.32544 -3.88201 -2.55524
C 1.91902 4.02232 2.55443
N 1.40849 2.69647 3.03519
O 2.25609 2.08577 3.65951
O 0.20595 2.34577 2.86386
H 2.22894 4.67530 3.37032
H 1.17724 4.61666 2.02094
H 2.76348 3.91961 1.87293
C -1.72375 4.53701 1.55128
N -0.92946 3.85173 0.47144
O 0.04716 4.47038 0.03371
O -1.18284 2.70403 0.29222
H -1.69777 3.97383 2.48415
H -2.74183 4.82699 1.29143
H -1.15964 5.42415 1.83916
C 4.74124 -2.48517 2.03036
N 4.39439 -1.88344 0.72898
O 5.31680 -1.58293 -0.03125
O 3.18094 -1.91732 0.41750
H 5.15961 -1.73655 2.70313
H 5.57518 -3.13397 1.76257
H 3.92796 -3.05201 2.48353
C 3.98354 0.20002 -3.13732
N 2.72724 -0.11229 -2.36214
O 1.83549 0.64657 -2.45783
O 2.68403 -1.17316 -1.90016
H 4.55354 0.95050 -2.58963
H 3.66514 0.60692 -4.09709
H 4.54406 -0.73470 -3.12162
C -1.63133 -3.17966 3.98348
C -0.61468 -2.25258 4.15170
C -0.86978 -0.94409 4.43928
C -2.15750 -0.62187 4.84034
C -3.16638 -1.57110 4.79792
C -2.91694 -2.84062 4.34179
H -1.50670 -4.15447 3.53559
H 0.31244 -2.43063 3.62716
H -0.07780 -0.26354 4.16359
H -2.35301 0.41191 5.08418
H -4.17227 -1.21756 4.96996
H -3.74909 -3.52176 4.24205
C -5.91729 -1.70777 -2.33683
C -6.55213 -1.68988 -3.52807
C -5.77085 -1.17766 -4.53200
C -4.50348 -0.66081 -4.30374
C -3.92664 -0.60682 -3.04246
C -4.68333 -1.10765 -1.98299
H -6.37001 -2.20759 -1.49326
H -7.52172 -2.16557 -3.53156
H -6.21020 -1.24412 -5.51636
H -3.91101 -0.28152 -5.12320
H -2.92599 -0.20311 -2.99630
H -4.14226 -1.12451 -1.04844

25
Properties=species:S:1:pos:R:3 method="wB97M-V/def2-TZVPD" spin_multiplicity=1 e_homo_ev=-9.4 e_above_lowest_kcal_mol=98.0
Tl 9.83228 16.83735 2.21131
B 9.15338 16.52296 -0.70172
H 10.21849 16.65903 -0.59558
H 8.95413 16.14035 -1.69073
H 8.71583 15.76187 -0.07441
H 8.66598 17.46524 -0.50479
B 10.80390 14.27688 0.94727
H 11.21936 14.71936 0.05517
H 9.73305 14.40122 0.99259
H 11.13340 13.24942 0.94503
H 11.30114 14.77859 1.76293
C 12.13131 20.80729 3.86862
C 11.24580 19.55279 3.90788
O 10.04044 19.60632 3.61302
O 11.71005 18.40609 3.88826
H 11.59857 21.44428 4.57469
H 12.34036 21.34389 2.94317
H 13.00273 20.47353 4.43193
C 7.84756 16.65865 6.99242
N 9.07854 16.49183 6.23611
O 10.03991 16.18345 6.89317
O 9.04929 16.95957 5.05917
H 7.57374 15.60694 7.07625
H 7.15557 17.24417 6.38710
H 8.09187 17.17286 7.92194

47
Properties=species:S:1:pos:R:3 method="wB97M-V/def2-TZVPD" spin_multiplicity=2 e_homo_ev="-0.4 / -7.3" total_charge=-1 s2=0.750
C -1.94030 0.07021 0.55593
C -0.50232 -0.18691 1.13192
C -0.67498 -1.18212 2.25472
C -0.36795 -0.52710 3.62470
N 0.20683 -0.92360 0.03361
C 0.75154 -0.45177 -1.07447
N 1.22528 -1.38624 -2.02470
O 0.70471 0.74363 -1.40213
H -2.00228 0.66638 -0.37646
H -2.53635 0.73824 1.19010
H -2.49316 -0.85650 0.39324
H -0.15940 0.84521 1.29372
H -1.65793 -1.69181 2.23392
H 0.08415 -1.94714 2.01994
H 0.22441 -1.14269 4.28488
H 0.28132 0.35805 3.54177
H -1.31929 -0.24337 4.04922
H 0.31564 -1.90228 0.28418
H 1.80375 -0.95237 -2.72573
H 1.77658 -2.14075 -1.62142
H 1.07335 2.70135 -1.83289
H 1.05787 3.44858 -0.56466
O 1.00524 3.61867 -1.51156
H -2.91784 -3.04122 -1.77747
H -1.65950 -3.33197 -0.87688
O -2.51674 -3.65901 -1.15686
H -0.36807 4.26468 2.02792
H -0.36986 3.74115 0.56780
O -0.47151 4.53181 1.11030
H 3.58094 1.72900 1.71396
H 2.43049 1.85787 0.74629
O 3.22645 2.31868 1.03394
H -0.21269 0.40541 -4.12244
H -1.48708 1.27604 -3.77342
O -1.16595 0.46118 -4.21294
H 3.05387 -3.47587 0.69475
H 1.66698 -3.96426 1.38324
O 2.11950 -3.26768 0.86949
H -2.48857 -0.28870 -3.07941
H -1.54167 -1.02974 -2.18092
O -2.48743 -0.86918 -2.29266
H -2.22216 3.32058 -2.39793
H -0.70351 2.90917 -2.18584
O -1.53985 2.69982 -2.67408
H 2.56178 -1.93573 2.05980
H 3.75272 -1.28651 2.57327
O 2.90299 -1.02119 2.19223

no.,E_tot (eV)
1,-138723.994
2,-147161.141
3,-19048.665
4,-29127.829